(1)
Formula: C32H34CdClN6O8
Source: the OMol25 dataset
Level of theory: ωB97M-V/def2-TZVPD

Properties
HOMO-LUMO gap   7.8828 eV
HOMO level   -0.19269 hartree
Energy above the lowest of the compared OMol25 structures with the same formula, charge and spin   22.23 kcal/mol
Total charge   -1

Positions of all 82 atoms, in Å:
C1 -4.5332 -2.7093 2.7965
C2 4.4946 1.9051 2.5454
O1 -1.0906 1.3729 3.2879
H1 -5.4774 -2.9723 2.3375
H2 3.4369 4.8703 1.3482
C3 3.2273 2.9955 0.3291
O2 -0.2743 2.4916 1.3822
H3 -3.6152 -2.1028 0.9602
C4 1.8574 -3.9927 3.7810
C5 -4.3683 -2.7869 4.1723
C6 -2.0482 -3.6984 -2.8734
C7 0.3972 -2.2149 4.4759
C8 -1.0237 -2.8470 -3.3229
H4 3.3029 -0.8573 1.9922
C9 3.9468 -1.4073 5.5867
C10 -1.2270 3.2464 -2.5293
C11 3.6323 3.8029 1.3848
N1 -1.9413 -1.8558 -1.6934
C12 3.0750 0.7106 -0.7532
H5 -2.3271 -4.6631 -3.2613
C13 -2.0641 -2.0344 3.9663
O3 3.7374 0.7642 -1.7835
O4 -1.7441 -0.3981 0.8215
C14 -3.4842 -2.2484 2.0237
H6 0.9166 -0.3193 6.7368
N2 -0.3729 1.2683 -1.5308
H7 3.7740 4.2882 4.3069
H8 -2.2939 4.6796 -1.5442
H9 4.4806 -0.8789 0.6797
H10 0.4964 0.3711 5.1584
C15 0.5930 -3.4459 3.8515
H11 4.9890 1.4786 3.4135
H12 -5.1829 -3.1236 4.8017
H13 -0.3277 -3.0042 -4.1312
C16 1.2526 -0.1961 5.6996
N3 -2.0326 4.3619 -2.4615
Cl1 0.0515 2.0197 2.7194
H14 -2.0195 -1.1542 -0.9554
H15 2.1600 0.4038 5.7054
H16 -3.4273 -3.2879 -1.1678
H17 0.7512 1.7899 -4.6311
C17 2.4896 3.6110 -0.8335
O5 0.4526 3.1216 3.5337
H18 2.8621 4.6139 -1.0453
H19 -0.2525 -3.9594 3.4128
C18 -1.2685 -1.2246 1.6668
Cd1 0.3942 0.2803 0.4982
C19 2.9347 -3.3303 4.3497
H20 2.0039 -4.9468 3.2898
H21 5.0253 -0.6841 2.3594
O6 1.1329 1.0730 2.5912
H22 -1.6969 2.4961 -0.5444
C20 1.4841 -1.5308 5.0389
C21 -2.6087 -3.0228 -1.8154
C22 4.2680 3.2732 2.4983
C23 3.4545 1.6202 0.4006
H23 -3.0230 -2.5228 5.8133
O7 -0.0461 -1.4746 1.7277
C24 0.3097 1.0562 -2.6606
C25 4.0827 1.0662 1.5204
N4 -0.5481 3.0467 -3.6542
H24 4.9430 5.1507 3.2990
H25 1.4301 3.6896 -0.5773
N5 -0.9673 -1.7420 -2.5983
C26 2.7563 -2.1033 4.9782
H26 2.5925 3.0008 -1.7294
C27 -2.2556 -1.8989 2.5783
H27 3.9264 -3.7655 4.3003
C28 4.6415 4.1642 3.6537
C29 -1.1487 2.3386 -1.4656
O8 2.1015 -0.1220 -0.5632
H28 -1.8244 5.0747 -3.1393
H29 0.9428 0.1867 -2.6967
C30 4.2452 -0.4256 1.6423
H30 -1.0186 -1.1197 5.4555
C31 0.2006 1.9464 -3.7118
N6 -0.8908 -1.7024 4.6479
H31 4.2137 -0.5195 5.0072
H32 4.8093 -2.0729 5.6014
H33 3.7414 -1.0888 6.6102
H34 5.4571 3.7372 4.2380
C32 -3.1557 -2.4500 4.7400

=====

(2)
Formula: C8H13N3
Source: the OMol25 dataset
Level of theory: ωB97M-V/def2-TZVPD

Properties
HOMO-LUMO gap   9.7233 eV
Structure (SMILES)   Cc1nnc2n1CCCCC2
HOMO level   -0.32966 hartree
Energy above the lowest of the compared OMol25 structures with the same formula, charge and spin   0.00 kcal/mol
Total charge   0

Positions of all 24 atoms, in Å:
H1 2.3024 1.2830 0.5416
H2 -0.2939 -3.4615 -0.1676
N1 -0.1032 0.0322 2.1134
N2 0.1442 -0.6042 0.0544
H3 -1.6721 -3.3119 0.9019
C1 0.4977 -0.6201 -1.3380
H4 0.5880 3.3767 -0.4152
C2 -1.0870 -2.8028 0.1241
H5 -1.2642 0.1429 -2.4814
C3 -0.5508 -1.5695 0.7481
C4 1.2398 1.6012 0.6544
H6 1.5911 -0.4186 -1.4506
H7 1.6495 2.3392 -1.3592
H8 -1.2246 1.6857 -0.5921
C5 -0.2539 0.4705 -2.1437
C6 -0.4316 1.7679 -1.3435
H9 -0.7503 2.5380 -2.0179
H10 0.3401 -1.6322 -1.7356
H11 1.1541 2.2910 1.4798
H12 -1.7471 -2.5725 -0.7055
H13 0.3190 0.6852 -3.0814
N3 -0.7279 -1.1681 1.9868
C7 0.8038 2.3276 -0.6612
C8 0.4179 0.3645 0.9600

=====

(3)
Formula: C15H28N2NbO3
Source: the OMol25 dataset
Level of theory: ωB97M-V/def2-TZVPD

Properties
HOMO-LUMO gap   6.7902 eV
HOMO level   -0.16566 hartree
Total charge   -1

Positions of all 49 atoms, in Å:
C1 4.3262 -0.1636 2.6477
N1 0.2131 -1.0348 3.0951
C2 -0.7558 0.0071 3.0565
C3 -3.0920 0.5741 2.1562
C4 4.5844 -2.1707 -1.8530
H1 5.3747 0.0674 2.5088
C5 -5.0338 0.9652 -0.3007
C6 5.5931 -2.1138 -2.9789
C7 3.5251 0.6520 3.4503
H2 1.9604 -2.4019 1.6918
O1 4.8695 -2.6149 -0.7533
H3 -3.9981 1.5887 -4.5682
H4 -3.6999 2.6821 -3.1778
C8 1.5927 -0.7148 2.9752
H5 5.7594 -1.0864 -3.3039
C9 2.4014 -1.5446 2.1893
N2 3.3396 -1.6916 -2.1030
H6 -1.2947 0.0056 1.0359
H7 -5.3287 2.4652 -3.7978
C10 -1.7891 -0.2190 1.9886
H8 1.9698 -1.6914 -3.6986
C11 2.8215 -1.1187 -3.3283
O2 -0.6965 0.9342 3.8173
H9 -0.0260 -1.6951 2.3676
H10 4.3431 -1.9085 1.3621
C12 2.1642 0.3888 3.6253
H11 -3.9289 -0.1143 1.9906
H12 1.5517 1.0284 4.2411
H13 -1.9877 -1.2974 1.9851
H14 -3.8977 3.5426 -0.5937
O3 -5.5134 1.2248 -1.6274
H15 -1.9288 3.2862 1.1443
H16 -4.4629 3.1441 1.9446
H17 3.5913 -1.1208 -4.0931
H18 6.5260 -2.5266 -2.6089
C13 -4.6378 0.8116 -2.6455
Nb1 -3.4095 2.2862 0.6723
H19 -3.1869 0.9330 3.1829
H20 2.4972 -0.0893 -3.1709
H21 -2.1679 1.5102 -0.4717
C14 3.7601 -1.2737 2.0149
C15 -4.3820 1.9526 -3.6141
H22 3.9530 1.5166 3.9409
H23 -4.7919 -0.1057 -0.2250
H24 5.2578 -2.6971 -3.8372
H25 -5.8975 1.1361 0.3588
H26 -3.6979 0.4643 -2.2045
H27 -5.0930 -0.0340 -3.1820
H28 2.7231 -1.7385 -1.3059

=====

(4)
Formula: C25H30N7PtS
Source: the OMol25 dataset
Level of theory: ωB97M-V/def2-TZVPD

Properties
HOMO-LUMO gap (spin up / spin down)   7.5865 / 5.6733 eV
HOMO level (spin up / spin down)   -0.57188 / -0.64354 hartree
Multiplicity   5
Energy above the lowest of the compared OMol25 structures with the same formula, charge and spin   2.60 kcal/mol
Total charge   +3
⟨S²⟩   6.0534

Positions of all 64 atoms, in Å:
C1 1.3063 -5.3245 -1.0880
C2 -4.5900 0.6128 -1.2285
C3 2.9446 2.2022 -1.8411
H1 4.8007 3.4208 -3.3649
H2 2.2281 -4.4753 -2.8543
H3 -1.0122 5.4219 3.0569
H4 -1.4848 -7.1239 2.0568
H5 1.7916 -1.8560 1.6211
H6 1.2329 -5.8568 1.3557
H7 0.3868 -5.6507 2.8732
C4 -0.1997 -3.8597 0.3056
H8 -0.5996 -7.4137 0.5544
N1 2.3380 0.8225 0.0180
H9 -3.5868 4.2630 4.5461
C5 -1.3881 4.6034 2.4563
H10 -0.2746 4.3402 -1.5402
H11 1.4754 4.9970 -3.1383
H12 0.0593 -7.9647 2.0973
H13 3.8466 1.6119 -1.9426
N2 -0.5081 -4.6954 1.2746
C6 -3.4727 -0.2128 -1.0807
C7 2.2444 -0.9867 1.1727
C8 -1.0455 2.8904 0.7726
H14 1.9572 -6.2091 -2.9258
H15 0.9005 -3.2488 -1.2160
C9 3.7929 3.6720 -3.6945
H16 -4.8424 2.6562 -0.3817
H17 0.4753 4.2460 1.4915
H18 0.6208 -6.1283 -0.8271
C10 -0.4915 -7.1620 1.6093
H19 -5.4854 0.4097 -1.7894
C11 -3.2303 3.1471 1.8108
H20 -4.2631 2.8422 1.9217
N3 -0.2100 2.2119 -0.0136
Pt1 -0.5573 -0.1909 0.0472
C12 -4.2865 1.7450 -0.5253
C13 0.2478 -5.8517 1.8108
C14 0.7869 2.6107 -0.7980
H21 4.3532 -0.9293 1.8755
N4 -3.0418 1.5927 0.0042
C15 3.5494 -0.5073 1.2981
H22 3.5996 3.0801 -4.5986
H23 -3.2772 5.8535 3.8630
C16 1.5269 -5.2683 -2.5879
N5 0.7047 -4.0504 -0.6332
C17 -2.4349 2.5059 0.9001
H24 -4.6570 4.8761 3.2965
C18 2.7767 3.3339 -2.6708
H25 2.2496 -5.4854 -0.5657
C19 3.5750 0.6389 0.5501
H26 0.5889 -5.1148 -3.1210
N6 -2.5421 0.3701 -0.3360
N7 1.5144 -0.1942 0.3972
C20 1.6030 4.1180 -2.5194
H27 -3.2989 -1.1960 -1.4871
C21 0.6394 3.7670 -1.6290
C22 -0.5660 3.9654 1.5844
C23 -2.7432 4.2009 2.6122
C24 -3.6165 4.8491 3.6181
C25 2.0073 1.8425 -0.9133
H28 -1.3583 -4.4719 1.7760
S1 -1.1694 -2.3643 0.2739
H29 3.7477 4.7205 -3.9809
H30 4.3647 1.3512 0.3792